# 1
The following is a DFT calculation (ωB97M-V/def2-TZVPD) of C13H19BN6ORh as an isolated structure.

```
41
Properties=species:S:1:pos:R:3:forces:R:3
Rh 0.078896 0.066738 0.057544 -1.416 -1.592 1.442
C -0.714634 1.347239 -3.875777 -0.050 -0.026 -0.008
C 0.118848 1.328222 -2.760476 -0.033 -0.012 -0.015
N -0.435441 0.582585 -1.805444 0.031 0.307 -0.510
N -1.606725 0.117040 -2.269125 -0.238 0.007 -0.253
C -1.797120 0.566003 -3.518282 0.055 0.073 -0.100
B -2.498821 -0.785103 -1.392465 -0.075 0.106 -0.327
N -2.812472 -0.009469 -0.103827 -0.095 0.112 0.077
C -3.974859 0.294677 0.483976 0.057 0.071 0.065
C -3.715239 1.062890 1.605121 0.066 0.005 -0.024
C -2.329908 1.187868 1.641894 0.139 0.106 0.183
N -1.805312 0.534654 0.604933 0.399 -0.344 -0.647
N -1.656578 -2.005404 -0.995327 0.031 -0.166 -0.004
C -1.880723 -3.316475 -1.135377 0.121 -0.012 0.023
C -0.776595 -4.005728 -0.665638 0.043 0.076 0.001
C 0.106400 -3.018935 -0.238023 0.223 -0.037 0.045
N -0.443088 -1.821815 -0.442465 -0.184 0.791 -0.139
H -0.553048 1.856707 -4.808865 0.005 -0.006 0.016
H 1.071898 1.807724 -2.605637 -0.006 -0.011 0.014
H -2.684317 0.302951 -4.069803 0.007 -0.014 0.033
H -3.491213 -1.098441 -1.978171 0.039 -0.026 0.115
H -4.907098 -0.049045 0.067344 0.033 0.011 -0.027
H -4.426065 1.480167 2.295965 0.023 -0.003 -0.006
H -1.701132 1.713315 2.341580 0.014 -0.046 -0.009
H -2.802311 -3.672772 -1.564816 0.014 0.036 -0.009
H -0.627156 -5.070365 -0.640326 0.011 0.018 0.002
H 1.092736 -3.111156 0.185651 -0.023 0.026 0.028
C -0.226795 -1.950369 3.073737 -0.031 0.051 -0.204
C 0.859463 -0.883202 2.996880 -0.692 -0.243 0.156
C 0.597514 0.179071 4.062018 0.105 0.053 -0.206
C 2.229213 -1.513445 3.196052 0.049 0.145 -0.242
O 0.832495 -0.247861 1.717099 1.390 0.622 0.221
H -0.221139 -2.422756 4.055718 -0.035 -0.001 -0.013
H -0.062467 -2.717380 2.316292 -0.029 -0.041 0.108
H -1.208218 -1.501203 2.903061 -0.017 -0.041 0.040
H 0.752717 -0.260458 5.046825 -0.058 0.081 0.043
H -0.429778 0.539465 3.993046 0.012 0.006 0.060
H 1.278674 1.021558 3.938329 0.017 -0.023 0.037
H 2.285411 -1.940314 4.196750 0.048 -0.037 -0.020
H 3.014814 -0.765738 3.085216 0.008 -0.019 0.025
H 2.393149 -2.305969 2.463894 0.042 -0.006 0.030
```
Positions in Å, forces in eV/Å.

Its charge is +1. For the HOMO-LUMO gap (alpha / beta), the calculation gives 7.4 / 7.3 eV. As for the multiplicity: 1. The energy above the lowest of the compared OMol25 structures with the same formula, charge and spin comes out at 30.3 kJ/mol. The calculation puts the LUMO energy (alpha / beta) at -5.06 / -5.11 eV. The total energy comes out at -1045.7615 a.u.

=====

# 2
The following is a DFT calculation (ωB97M-V/def2-TZVPD) of C13H19BrIIrN3O6S2 as an isolated structure.

```
46
Properties=species:S:1:pos:R:3:forces:R:3
Ir 0.265852 1.361261 -0.450610 4.815 -1.492 -1.056
O -1.104299 2.986934 -1.678065 -0.387 0.311 -0.461
S -0.016084 2.754245 -2.654289 0.466 1.668 0.163
O -0.022044 3.495654 -3.854484 -0.127 -0.398 -0.153
O 0.220636 1.287085 -2.693084 -1.094 -0.842 1.210
S 1.688057 3.222371 -1.495352 -0.670 -1.884 -0.628
N -3.883506 -0.555232 1.658811 0.080 0.231 -0.146
C -3.888869 -0.409998 0.158228 0.136 0.115 -0.153
C -2.467404 -0.150942 -0.316528 -0.115 0.121 0.075
N -1.863782 1.030630 0.341151 0.411 0.323 -0.374
C -1.926243 0.941436 1.810210 -0.129 -0.197 -0.081
C -3.343086 0.691991 2.309150 0.158 0.080 -0.049
H -3.280685 -1.341953 1.907697 -0.072 -0.123 0.073
H -4.820114 -0.766867 2.003819 -0.068 -0.015 0.033
H -4.553799 0.415636 -0.091214 -0.079 0.005 0.109
H -4.279354 -1.321437 -0.287755 -0.032 -0.062 0.070
H -2.474848 0.005288 -1.394418 0.033 0.020 -0.009
H -1.829629 -1.011031 -0.115252 0.011 0.009 -0.014
H -2.289072 1.891834 -0.003613 -0.139 -0.042 0.018
H -1.550023 1.861433 2.250075 0.026 0.053 -0.017
H -1.263153 0.130220 2.122552 0.022 0.031 -0.015
H -4.005786 1.513970 2.042969 -0.110 -0.053 -0.013
H -3.355667 0.563746 3.388702 -0.043 -0.071 0.027
N 2.853063 1.498302 2.830841 -0.166 -0.316 0.025
C 1.923000 2.001630 2.045116 0.224 0.296 0.102
O 1.011954 1.265788 1.592847 -0.413 -0.105 -0.704
C 2.033977 3.480053 1.775377 -0.364 0.022 -0.454
I 0.279225 4.199998 0.842731 -1.042 0.998 1.720
H 2.860428 0.504303 3.011468 0.036 -0.001 0.008
H 3.591521 2.057640 3.226701 -0.034 0.080 0.018
H 2.859356 3.671818 1.090653 0.085 0.035 0.040
H 2.160671 4.060195 2.684891 0.127 -0.108 0.066
Br 3.608974 -0.822354 -3.345673 -0.047 0.000 0.036
C 2.859663 -2.310611 -2.462266 0.030 0.229 0.084
C 3.216671 -3.559568 -2.938329 0.014 -0.179 -0.082
C 2.697308 -4.705948 -2.357216 0.080 -0.007 -0.045
C 1.824083 -4.616882 -1.282486 -0.093 -0.052 0.050
C 1.453002 -3.374326 -0.816223 -0.029 0.165 0.066
C 1.959601 -2.202674 -1.394336 0.004 0.081 0.018
C 1.433279 -0.928316 -0.872235 -0.063 -0.844 0.103
O 0.292424 -0.890890 -0.313140 -0.453 0.210 -0.037
O 2.055024 0.172878 -0.947958 -1.032 1.683 0.392
H 3.896797 -3.629528 -3.776438 -0.017 -0.008 0.033
H 2.979089 -5.675517 -2.748504 0.016 0.043 0.017
H 1.425113 -5.511362 -0.822247 0.039 0.030 -0.017
H 0.768678 -3.280907 0.017726 0.007 -0.039 -0.048
```
Positions in Å, forces in eV/Å.

Its charge is +2. For the HOMO-LUMO gap (alpha / beta), the calculation gives 5.4 / 5.4 eV. As for the multiplicity: 2. The energy above the lowest of the compared OMol25 structures with the same formula, charge and spin comes out at 393.2 kJ/mol. The calculation puts the LUMO energy (alpha / beta) at -8.23 / -8.26 eV. The total energy comes out at -4894.2419 a.u.

=====

# 3
The following is a DFT calculation (ωB97M-V/def2-TZVPD) of a 3-piece molecular cluster, C13H19BrN3O5PS3 overall.

```
45
Properties=species:S:1:pos:R:3:forces:R:3
N 1.234396 -3.294373 -3.649471 -0.001 -0.357 0.304
C 1.583054 -3.659856 -2.617006 -0.025 0.429 -0.739
C 2.070144 -3.975491 -1.283990 0.267 -0.699 -0.003
N 1.985401 -5.451689 -1.041783 0.085 0.927 -0.826
C 1.256234 -5.733086 -0.126198 -0.127 -0.360 0.909
S 0.410897 -5.998376 1.147230 -0.278 -0.280 0.081
C 3.507287 -3.470842 -1.054265 -1.100 0.248 -0.404
C 4.063877 -4.159160 0.083460 0.541 -0.378 0.718
N 4.520647 -4.710071 0.984641 -0.208 0.282 -0.166
P 3.654462 -1.631002 -0.657146 1.067 1.107 0.409
O 2.469267 -1.403908 0.478742 -0.029 -0.655 -0.938
Br 2.889531 -0.519912 -2.430778 -0.201 -0.535 0.494
H 1.424987 -3.467301 -0.573846 -0.154 0.190 0.165
H 4.151086 -3.654752 -1.901508 0.151 -0.058 -0.439
H 2.820426 -1.824896 1.273317 -0.054 0.190 0.466
C -0.212375 3.127137 2.496295 0.059 -0.057 -0.056
C -0.294842 1.738250 3.140115 0.010 0.105 0.075
C 0.494272 0.775142 2.248428 -0.301 -0.091 0.277
S 1.749792 1.765735 1.433196 -0.079 0.102 0.413
O 1.460275 1.775274 0.021941 0.164 -0.058 -0.255
O 3.051356 1.406873 1.939893 0.099 -0.072 -0.284
C 1.254397 3.336712 2.128594 -0.242 0.171 0.207
H -0.572434 3.903560 3.169615 0.020 0.025 -0.013
H -0.822367 3.147797 1.595819 -0.018 0.058 0.061
H 0.149825 1.770615 4.137504 0.030 -0.027 -0.014
H -1.326021 1.406799 3.252195 -0.013 0.016 -0.026
H 0.978890 -0.012662 2.818956 0.106 -0.029 -0.107
H -0.134601 0.338917 1.474792 0.075 0.027 -0.084
H 1.409476 4.124653 1.395531 0.092 -0.094 -0.091
H 1.869674 3.518556 3.009560 0.076 -0.065 -0.034
C -2.778075 0.094141 -1.577464 -0.095 0.076 0.022
C -4.065513 0.701945 -2.151948 0.069 -0.018 0.008
C -4.292858 2.046375 -1.447444 -0.263 -0.272 -0.143
S -2.664446 2.641815 -0.977117 0.120 -0.192 -0.347
O -2.584031 2.672693 0.465947 -0.106 0.088 -0.063
O -2.322197 3.793958 -1.767979 -0.001 0.175 0.240
C -1.751337 1.222785 -1.567804 0.007 -0.377 0.038
H -2.431619 -0.752973 -2.167139 0.014 -0.004 0.000
H -2.957910 -0.255383 -0.557884 0.029 -0.007 0.005
H -3.943328 0.864214 -3.224294 0.022 0.012 0.002
H -4.919915 0.040618 -2.017072 -0.017 0.013 -0.002
H -4.760697 2.779186 -2.099088 0.059 0.125 0.081
H -4.879958 1.931571 -0.538416 0.081 0.053 0.064
H -0.900708 1.039038 -0.913552 0.054 0.192 -0.013
H -1.403755 1.452235 -2.574026 0.015 0.074 0.009
```
Positions in Å, forces in eV/Å.

Its charge is 0. For the HOMO-LUMO gap, the calculation gives 9.2 eV. As for the SMILES: N#C[C@@H](N=C=S)[C@H](C#N)P(O)Br.O=S1(=O)CCCC1.O=S1(=O)CCCC1. As for the multiplicity: 1. The calculation puts the LUMO energy at -0.33 eV. The total energy comes out at -5157.1282 a.u.

=====

# 4
The following is a DFT calculation (ωB97M-V/def2-TZVPD) of a 5-piece molecular cluster, C13H19Cl6F6NO5 overall.

```
50
Properties=species:S:1:pos:R:3:forces:R:3
C -1.084456 -3.249569 -5.307962 -0.699 0.291 1.017
O -1.774281 -3.017570 -4.309378 0.643 -0.292 -1.457
N 0.263967 -3.232945 -5.285792 0.604 -0.008 -0.143
C 1.193817 -3.587216 -6.350011 -0.584 0.304 -0.337
C 0.925153 -2.855286 -4.085968 0.476 0.274 1.533
H -1.507265 -3.450917 -6.304399 -0.031 -0.150 0.070
H 1.761086 -2.705962 -6.649508 -0.181 0.199 -0.257
H 0.641201 -3.999077 -7.194461 0.123 0.073 -0.042
H 1.967565 -4.291323 -6.043999 -0.356 -0.343 0.353
H 1.712409 -2.121283 -4.257972 0.194 -0.100 -0.331
H 0.280730 -2.393032 -3.338206 -0.414 -0.145 -0.466
H 1.356792 -3.729643 -3.598842 0.272 -0.105 0.028
C 1.638152 1.389546 0.485302 0.380 -0.080 -0.412
C 1.597922 2.914465 0.439981 -0.529 -0.712 0.139
O 0.171894 3.262329 0.508867 0.055 2.581 -1.085
C -0.175140 4.532518 0.110489 4.981 2.745 -0.129
O 0.607476 5.504138 -0.290158 -4.068 -5.669 1.921
C -1.661741 4.790781 0.362732 0.765 -0.413 0.532
F -2.234701 4.741530 -0.826886 -0.924 0.280 -0.258
F -2.239027 3.878947 1.179950 0.268 0.597 -0.623
F -1.775224 5.987866 0.931168 -0.521 -0.095 -0.279
H 1.725068 0.948771 1.478413 -0.279 0.231 0.032
H 2.504486 1.037238 -0.074564 0.201 0.050 0.027
H 0.781835 0.971316 -0.043751 -0.100 0.063 0.179
H 2.031200 3.286305 -0.488517 -0.175 0.212 0.152
H 2.092239 3.343790 1.311438 -0.021 0.232 -0.197
C -1.572011 1.139523 2.621110 0.276 -0.473 0.140
C -1.787913 -0.120349 3.438211 0.343 -0.151 0.505
O -2.726366 0.149918 4.486938 -0.573 0.126 1.612
C -2.306686 0.647531 5.669649 2.154 -0.118 -2.464
O -1.168748 0.959533 5.932066 -1.143 -0.311 0.082
C -3.438508 0.801456 6.628773 -2.329 1.983 0.710
F -3.710240 2.095428 6.943169 0.356 0.674 -1.275
F -4.588180 0.289191 6.209963 -0.206 -0.451 -0.635
F -3.184794 0.317711 7.787150 1.254 -2.206 2.140
H -1.187328 0.814394 1.654453 -0.083 0.482 -0.114
H -0.846425 1.781143 3.121053 0.136 -0.065 -0.090
H -2.480665 1.735632 2.536777 -0.096 -0.354 -0.275
H -0.872219 -0.512326 3.880890 0.282 0.420 0.164
H -2.174561 -1.006224 2.934400 -0.507 0.551 -0.367
C -0.525137 -2.093239 -0.660504 0.104 0.003 1.038
Cl -1.621610 -3.471491 -0.826812 0.514 0.497 -0.275
Cl -0.294524 -1.810191 1.146536 -0.047 0.060 -1.113
Cl -1.084664 -0.656662 -1.529086 -0.028 -0.334 0.417
H 0.494837 -2.282311 -0.995166 -0.424 -0.365 -0.155
C 4.815938 -1.235283 -0.733908 0.229 -0.155 0.711
Cl 5.990434 -2.047935 -1.751255 0.389 0.158 0.069
Cl 5.464559 -0.791370 0.904667 -0.226 -0.207 -1.016
Cl 3.452762 -2.354760 -0.520639 -0.140 0.523 -0.020
H 4.550891 -0.305036 -1.236403 -0.319 -0.308 0.244
```
Positions in Å, forces in eV/Å.

Its charge is 0. For the HOMO-LUMO gap, the calculation gives 9.8 eV. As for the SMILES: CCOC(=O)C(F)(F)F.CCOC(=O)C(F)(F)F.ClC(Cl)Cl.ClC(Cl)Cl.CN(C)C=O. As for the multiplicity: 1. The energy above the lowest of the compared OMol25 structures with the same formula, charge and spin comes out at 155.3 kJ/mol. The calculation puts the LUMO energy at 0.08 eV. The total energy comes out at -4298.0267 a.u.

=====

# 5
The following is a DFT calculation (ωB97M-V/def2-TZVPD) of a 3-piece molecular cluster, C13H19F5O13P2 overall.

```
52
Properties=species:S:1:pos:R:3:forces:R:3
O 0.942413 1.087746 0.981289 0.019 -0.422 0.177
C 0.615148 1.846350 0.140359 0.033 0.301 -0.101
O 1.435555 2.312982 -0.868535 -0.354 0.062 -0.168
C 1.938600 1.412625 -1.892442 0.336 -0.178 -0.072
C 1.043425 0.206762 -2.186606 -0.059 -0.151 -0.183
C -0.426403 0.472100 -2.573443 0.059 -0.115 0.211
C -1.379298 -0.316336 -1.670697 0.115 -0.108 0.005
C -2.854027 -0.052560 -1.870626 0.046 0.187 -0.021
F -3.542050 -0.478662 -0.778830 -0.059 -0.134 0.175
F -3.332219 -0.739017 -2.931153 -0.093 -0.116 -0.255
C -3.272724 1.422191 -2.083121 0.036 0.196 0.061
F -2.963299 1.837641 -3.314434 -0.113 -0.056 0.204
F -4.584081 1.584797 -1.889328 0.330 -0.016 -0.112
F -2.617812 2.211040 -1.201490 -0.190 -0.096 -0.080
P 2.227236 2.646208 -3.324467 0.036 -0.276 0.054
O 0.762216 3.360829 -3.360856 -0.135 -0.080 0.015
O 2.062771 1.548844 -4.529327 0.092 0.240 -0.007
P 3.572314 0.712464 -1.368485 -0.125 0.026 0.355
O 3.508300 0.032289 -0.077506 0.070 0.013 -0.101
O 3.998305 -0.201557 -2.600474 0.058 0.062 -0.073
O 4.653697 1.885346 -1.507682 -0.155 0.076 -0.001
H -0.377297 2.316318 0.082475 0.083 0.137 0.008
H 1.085259 -0.484691 -1.338719 0.063 0.118 0.074
H 1.540086 -0.305823 -3.009090 -0.019 -0.082 -0.002
H -0.584697 0.165287 -3.606744 -0.022 0.189 -0.044
H -0.647763 1.529745 -2.510978 -0.007 0.142 -0.088
H -1.160875 -0.161100 -0.611473 0.003 0.130 -0.059
H -1.253274 -1.386223 -1.858781 -0.027 0.008 0.087
H 0.451306 3.557568 -2.466278 0.011 0.060 -0.009
H 2.661920 1.784130 -5.247674 -0.114 -0.102 -0.065
H 4.857673 0.033428 -2.971746 -0.023 -0.029 -0.018
H 4.344196 2.741729 -1.185403 0.135 -0.003 0.072
C -6.446315 -1.250753 2.587096 0.017 0.042 -0.056
C -5.172552 -1.742869 1.922949 -0.115 -0.020 -0.047
O -4.282444 -1.864020 3.035274 0.037 -0.002 -0.013
C -5.016140 -2.016768 4.164923 0.017 -0.005 0.016
O -4.574535 -2.304429 5.226940 -0.013 0.006 -0.027
O -6.327235 -1.792073 3.904817 -0.032 0.008 0.021
H -7.357231 -1.615975 2.121346 -0.004 -0.064 0.060
H -6.482834 -0.162265 2.658019 0.009 0.002 -0.011
H -5.298371 -2.725725 1.465310 -0.007 -0.002 0.003
H -4.763288 -1.052218 1.193502 0.075 0.034 0.064
C 4.441329 -1.536760 2.554310 -0.068 0.064 -0.080
C 3.437702 -1.125939 3.614088 -0.004 0.044 -0.077
O 3.845726 -1.914623 4.739157 -0.021 0.010 0.033
C 5.149640 -2.243766 4.585902 0.011 -0.001 0.005
O 5.822578 -2.751908 5.423277 -0.012 0.009 -0.015
O 5.577002 -1.910756 3.347427 0.015 -0.017 0.002
H 4.702727 -0.739755 1.866581 0.065 -0.023 0.044
H 4.110075 -2.406843 1.985845 -0.008 -0.006 0.003
H 3.521935 -0.070623 3.877595 0.006 0.005 -0.006
H 2.407608 -1.354358 3.357930 0.004 -0.065 0.044
```
Positions in Å, forces in eV/Å.

Its charge is 0. For the HOMO-LUMO gap, the calculation gives 9.8 eV. As for the SMILES: O=CO[C@@](CCCC(F)(F)C(F)(F)F)(P(O)O)P(=O)(O)O.O=C1OCCO1.O=C1OCCO1. As for the multiplicity: 1. The energy above the lowest of the compared OMol25 structures with the same formula, charge and spin comes out at 0.0 kJ/mol. The calculation puts the LUMO energy at -0.05 eV. The total energy comes out at -2667.1034 a.u.